*a*
# C7H17NO2

2 unconnected molecules or ions with the total composition C7H17NO2 (wB97M-V/def2-TZVPD, OMol25).

Element x y z (Å)
C  1.987  1.551  -1.145
C  0.493  1.264  -1.215
C  -0.220  2.257  -2.127
N  0.272  -0.085  -1.704
C  -0.181  1.459  0.267
O  0.388  2.027  1.198
H  2.174  2.543  -0.721
H  2.445  1.533  -2.141
H  2.508  0.816  -0.521
H  -1.294  2.050  -2.186
H  -0.104  3.279  -1.751
H  0.175  2.212  -3.149
H  0.717  -0.375  -2.568
H  -0.698  -0.392  -1.610
H  -1.284  1.397  0.230
C  0.639  -2.142  1.389
C  -0.673  -1.388  1.263
C  -1.544  -1.519  2.494
O  -1.364  -1.819  0.100
H  0.468  -3.214  1.538
H  1.235  -2.016  0.480
H  1.228  -1.755  2.225
H  -0.330  -0.279  1.018
H  -1.759  -2.573  2.702
H  -2.515  -1.038  2.338
H  -1.057  -1.073  3.365
H  -1.707  -2.719  0.232

Calculated values
HOMO ... -8.8 eV
Structure (SMILES) ... CC(C)(N)C=O.CC(C)O
Gap between HOMO and LUMO ... 9.565 eV

***

*b*
# C7H17NO2

3 unconnected molecules or ions with the total composition C7H17NO2 (wB97M-V/def2-TZVPD, OMol25).

Element x y z (Å)
C  0.801  3.521  0.719
C  0.128  2.463  -0.119
C  0.264  1.160  0.047
C  -0.442  0.195  -0.909
C  0.224  -1.159  -0.991
C  1.409  -1.209  -1.914
C  -0.171  -2.145  -0.200
N  0.364  -3.486  -0.224
H  1.143  4.321  0.058
H  1.666  3.112  1.230
H  0.125  3.996  1.412
H  -0.324  2.807  -1.039
H  0.784  0.641  0.846
H  -0.478  0.689  -1.878
H  -1.454  0.034  -0.570
H  1.154  -0.949  -2.943
H  1.832  -2.214  -1.931
H  2.162  -0.507  -1.572
H  -0.950  -1.938  0.531
H  1.351  -3.490  -0.047
H  0.238  -3.884  -1.145
O  1.711  0.145  3.247
H  2.245  -0.572  2.871
H  0.783  -0.008  3.071
O  -4.041  0.424  -0.437
H  -4.128  1.374  -0.568
H  -3.331  0.365  0.209

Calculated values
HOMO ... -9.3 eV
Structure (SMILES) ... C/C=C/C/C(C)=C/N.O.O
Gap between HOMO and LUMO ... 9.956 eV

***

Which one sits at the top of the stability order? *a* does.

***

*a*
# C2H3N2S

A gas-phase ion, C2H3N2S (charge +1) (wB97M-V/def2-TZVPD, OMol25).

Element x y z (Å)
C  0.252  1.200  0.558
C  0.478  0.413  -0.398
N  -1.580  -0.743  1.311
N  0.294  -0.852  -0.592
S  -0.962  -1.664  0.480
H  1.392  0.955  -0.993
H  -0.305  1.946  1.167
H  0.431  -1.255  -1.534

Calculated values
Net charge ... +1
HOMO ... -15.4 eV
Gap between HOMO and LUMO ... 8.485 eV

***

*b*
# C2H3N2S

A gas-phase ion, C2H3N2S (charge +1) (wB97M-V/def2-TZVPD, OMol25).

Element x y z (Å)
N  -1.568  1.592  0.062
C  -0.468  1.290  -0.044
C  0.585  0.372  -0.061
N  0.026  -0.978  0.107
S  -1.551  -1.160  -0.037
H  1.143  0.200  -0.983
H  1.282  0.570  0.781
H  0.552  -1.886  0.176

Calculated values
Net charge ... +1
HOMO ... -15.8 eV
Structure (SMILES) ... N#CC[NH+]=S
Gap between HOMO and LUMO ... 7.361 eV

***

Which one sits at the top of the stability order? *b* does.